Record 1
C36H55N11O4PTeY as an isolated structure, computed with ωB97M-V/def2-TZVPD.

Calculated values
Relative energy (zero: lowest compared OMol25 entry of this formula, charge and spin) ... 115.71 kJ/mol
Net charge ... +2
Gap between HOMO and LUMO ... 6.398 eV
E_tot ... -80426.6228 eV
HOMO level ... -11.95 eV

CARTESIAN COORDINATES (ANGSTROEM)
Y -0.0655 0.3718 0.5757
C -2.3870 -0.9693 -3.0387
C -1.9300 -0.7064 -1.6287
N -1.3132 0.4092 -1.2901
C -1.6784 1.6399 -1.9720
C -0.8921 2.8442 -1.4191
N -0.6118 2.6646 0.0174
C 0.2073 3.7144 0.6542
C 1.0656 3.1233 1.7965
N 0.3812 1.9772 2.4205
C 1.1558 1.2798 3.4621
C 0.5429 -0.0944 3.7890
N 0.1945 -0.8352 2.5817
C -0.2435 -2.0352 2.6103
C -0.3091 -2.8855 3.8404
C -0.7851 -2.5700 1.3181
C -1.1047 -3.8892 1.0745
C -1.6651 -4.2086 -0.1665
C -1.9503 -3.2200 -1.0801
C -1.6480 -1.8905 -0.7561
N -1.0185 -1.6247 0.3905
H -1.5000 -1.1959 -3.6419
H -2.8832 -0.1031 -3.4663
H -3.0785 -1.8059 -3.0984
H -2.7585 1.7961 -1.8190
H -1.5071 1.5880 -3.0516
H -1.4669 3.7554 -1.6082
H 0.0591 2.9364 -1.9432
H -1.5238 2.6669 0.4788
H -0.4276 4.5178 1.0347
H 0.8735 4.1586 -0.0859
H 1.2884 3.9166 2.5158
H 2.0121 2.7538 1.3946
H -0.4863 2.3013 2.8384
H 1.2190 1.8542 4.3914
H 2.1605 1.1422 3.0802
H -0.3786 0.0532 4.3641
H 1.2438 -0.6433 4.4232
H 0.6547 -3.3776 4.0038
H -1.0703 -3.6563 3.7570
H -0.5220 -2.2858 4.7240
H -0.9146 -4.6686 1.7979
H -1.8963 -5.2396 -0.3990
H -2.4068 -3.4678 -2.0264
C 2.3267 1.4870 -2.3809
C 1.9991 0.0341 -2.3048
N 1.4066 -0.5623 -1.2890
C 1.4149 -1.9130 -1.5813
C 1.9830 -2.1171 -2.7946
N 2.3461 -0.8720 -3.2510
C 2.8269 -0.6223 -4.6032
N 1.8325 -1.0089 -5.5513
N 1.9280 -2.2211 -6.1689
N 0.9008 -2.4085 -6.8848
C 0.0609 -1.3189 -6.7700
C -1.1792 -1.0469 -7.3479
C -1.7816 0.1472 -7.0170
C -1.1755 1.0603 -6.1375
C 0.0522 0.8085 -5.5605
C 0.6602 -0.3987 -5.8981
H 2.0496 1.9590 -1.4403
H 1.8042 1.9843 -3.1995
H 3.3979 1.6301 -2.5297
H 1.0224 -2.6496 -0.9006
H 2.1505 -3.0105 -3.3731
H 3.7085 -1.2283 -4.8019
H 3.0685 0.4331 -4.7080
H -1.6354 -1.7493 -8.0319
H -2.7394 0.3994 -7.4515
H -1.6842 1.9909 -5.9195
H 0.5258 1.5265 -4.9022
O 2.4488 0.1498 1.1006
C 3.6097 -0.2446 1.1536
C 4.7322 0.5533 1.7465
C 4.8911 0.0119 3.1944
C 5.0425 -1.5127 3.3694
C 3.7523 -2.3413 3.1752
C 3.3575 -2.5762 1.6953
N 3.9497 -1.5323 0.8536
H 4.5057 1.6184 1.7729
H 5.6606 0.4097 1.1899
H 4.0258 0.3283 3.7839
H 5.7638 0.4979 3.6308
H 5.3793 -1.6791 4.3927
H 5.8402 -1.8989 2.7278
H 2.9381 -1.8287 3.6973
H 3.8834 -3.3061 3.6667
H 2.2750 -2.5582 1.5709
H 3.7257 -3.5359 1.3391
H 4.9498 -1.6530 0.8036
C -5.3251 3.8347 1.8483
C -4.8268 3.0077 0.6830
O -3.5495 2.3917 0.9872
P -3.4646 0.8185 1.3551
O -2.0121 0.6570 1.7493
Te -4.5148 -0.5313 -0.3147
O -4.4176 0.6001 2.6061
C -3.9927 0.9469 3.9442
C -3.5564 -0.3010 4.6831
H -6.2800 4.2857 1.5797
H -4.6264 4.6347 2.0939
H -5.4742 3.2126 2.7304
H -4.6671 3.6336 -0.1943
H -5.5515 2.2329 0.4241
H -4.8498 1.4105 4.4291
H -3.1787 1.6738 3.8984
H -4.3767 -1.0158 4.7346
H -3.2502 -0.0484 5.6985
H -2.7227 -0.7706 4.1552

Atom charges from the Mulliken analysis, given in e for atoms 1 to 99: atom 1 (Y): -2.524, atom 2 (C): -2.185, atom 3 (C): -0.367, atom 4 (N): 2.201, atom 5 (C): -0.602, atom 6 (C): -1.737, atom 7 (N): 1.436, atom 8 (C): -1.292, atom 9 (C): -0.123, atom 10 (N): -0.320, atom 11 (C): -0.458, atom 12 (C): -1.067, atom 13 (N): 1.163, atom 14 (C): 0.841, atom 15 (C): -2.099, atom 16 (C): 0.090, atom 17 (C): -0.828, atom 18 (C): -1.687, atom 19 (C): -1.007, atom 20 (C): 0.794, atom 21 (N): 2.404, atom 22 (H): 0.300, atom 23 (H): 0.500, atom 24 (H): 0.655, atom 25 (H): 0.617, atom 26 (H): -0.078, atom 27 (H): 0.622, atom 28 (H): 0.413, atom 29 (H): -0.266, atom 30 (H): 0.328, atom 31 (H): 0.417, atom 32 (H): 0.592, atom 33 (H): -0.025, atom 34 (H): 0.171, atom 35 (H): 0.579, atom 36 (H): -0.467, atom 37 (H): 0.323, atom 38 (H): 0.745, atom 39 (H): 0.298, atom 40 (H): 0.639, atom 41 (H): 0.432, atom 42 (H): 0.648, atom 43 (H): 0.496, atom 44 (H): 0.545, atom 45 (C): -1.846, atom 46 (C): 0.669, atom 47 (N): 1.887, atom 48 (C): -0.824, atom 49 (C): -1.444, atom 50 (N): 0.318, atom 51 (C): -1.420, atom 52 (N): 0.712, atom 53 (N): -0.626, atom 54 (N): -0.539, atom 55 (C): 0.533, atom 56 (C): -0.790, atom 57 (C): -0.654, atom 58 (C): -0.502, atom 59 (C): -0.511, atom 60 (C): 1.018, atom 61 (H): 0.029, atom 62 (H): 0.139, atom 63 (H): 0.632, atom 64 (H): 0.592, atom 65 (H): 0.598, atom 66 (H): 0.259, atom 67 (H): 0.641, atom 68 (H): 0.470, atom 69 (H): 0.414, atom 70 (H): 0.457, atom 71 (H): 0.226, atom 72 (O): 0.516, atom 73 (C): -0.252, atom 74 (C): -1.123, atom 75 (C): -0.233, atom 76 (C): -1.380, atom 77 (C): 0.046, atom 78 (C): 0.124, atom 79 (N): -0.122, atom 80 (H): 0.265, atom 81 (H): 0.611, atom 82 (H): 0.142, atom 83 (H): 0.500, atom 84 (H): 0.479, atom 85 (H): 0.314, atom 86 (H): -0.210, atom 87 (H): 0.527, atom 88 (H): -0.738, atom 89 (H): 0.656, atom 90 (H): 0.492, atom 91 (C): -1.131, atom 92 (C): -0.322, atom 93 (O): -0.573, atom 94 (P): -0.566, atom 95 (O): 0.907, atom 96 (Te): -0.002, atom 97 (O): -0.264, atom 98 (C): -0.329, atom 99 (C): -0.977



Record 2
An isolated ion of composition C10H12N3 and charge +1, computed with ωB97M-V/def2-TZVPD.

Calculated values
SMILES string ... CC1=C/C=C2/N=C[C@@H]3N(/C=[NH+]\1)[C@]23C
Relative energy (zero: lowest compared OMol25 entry of this formula, charge and spin) ... 223.41 kJ/mol
Net charge ... +1
Gap between HOMO and LUMO ... 8.947 eV
E_tot ... -15024.7564 eV
HOMO level ... -12.83 eV

CARTESIAN COORDINATES (ANGSTROEM)
C 2.7823 -0.5560 -0.2630
C 1.4789 -0.0139 -0.7259
C 0.6850 -0.8479 -1.4472
C -0.6963 -0.4804 -1.9242
C -1.6823 -0.0866 -1.0725
N -2.7023 0.7086 -1.4920
C -3.1756 1.3506 -0.5123
C -2.5186 1.0715 0.7491
N -1.0380 1.2018 0.8293
C 0.0159 1.7425 0.3566
N 1.0906 1.2533 -0.2963
C -1.6452 -0.0604 0.4959
C -1.3635 -1.3461 1.2801
H 3.1172 0.0436 0.7165
H 3.6042 -0.4040 -0.9883
H 2.6922 -1.6940 -0.0382
H 1.0832 -1.8468 -1.6019
H -0.7975 -0.4769 -2.9636
H -3.9319 2.1914 -0.7101
H -3.0267 1.2862 1.6348
H 0.0290 2.8500 0.3664
H 1.8724 1.9287 -0.5077
H -2.2268 -2.0729 1.1720
H -1.0437 -1.1462 2.3457
H -0.5685 -1.8078 0.7215

Taken from the Mulliken analysis, the atomic charges in e are: atom 1 (C): -1.236, atom 2 (C): 0.781, atom 3 (C): -0.804, atom 4 (C): -0.451, atom 5 (C): 0.174, atom 6 (N): -0.519, atom 7 (C): -0.288, atom 8 (C): -0.350, atom 9 (N): -0.116, atom 10 (C): -0.049, atom 11 (N): -0.103, atom 12 (C): 0.592, atom 13 (C): -1.133, atom 14 (H): 0.319, atom 15 (H): 0.310, atom 16 (H): 0.359, atom 17 (H): 0.366, atom 18 (H): 0.566, atom 19 (H): 0.380, atom 20 (H): 0.514, atom 21 (H): 0.386, atom 22 (H): 0.343, atom 23 (H): 0.329, atom 24 (H): 0.361, atom 25 (H): 0.269



Record 3
An isolated molecule of C4H9N, computed with ωB97M-V/def2-TZVPD.

Calculated values
SMILES string ... NCC1CC1
Relative energy (zero: lowest compared OMol25 entry of this formula, charge and spin) ... 163.52 kJ/mol
Gap between HOMO and LUMO ... 10.478 eV
E_tot ... -5782.1172 eV
HOMO level ... -9.23 eV

CARTESIAN COORDINATES (ANGSTROEM)
N -1.9735 -0.1532 0.2316
C -0.7166 0.6197 0.6672
C 0.4163 -0.3065 0.5120
C 0.7448 -0.7197 -0.9045
C 1.6291 0.2905 -0.0210
H -2.7902 0.5084 0.0280
H -1.6967 -0.6229 -0.6311
H -0.6028 1.4808 -0.0611
H -0.6611 1.0414 1.7203
H 0.3680 -1.2268 1.1937
H 1.0181 -1.7270 -0.9076
H 0.1208 -0.3372 -1.7747
H 2.5482 -0.2242 0.3278
H 1.5957 1.3768 -0.3805

Taken from the Mulliken analysis, the atomic charges in e are: atom 1 (N): -0.677, atom 2 (C): -0.383, atom 3 (C): 0.039, atom 4 (C): -0.802, atom 5 (C): -0.599, atom 6 (H): 0.235, atom 7 (H): 0.270, atom 8 (H): 0.211, atom 9 (H): 0.278, atom 10 (H): 0.329, atom 11 (H): 0.277, atom 12 (H): 0.343, atom 13 (H): 0.266, atom 14 (H): 0.212



Record 4
C36H37CuF3P2 as an isolated structure, computed with ωB97M-V/def2-TZVPD.

Calculated values
Relative energy (zero: lowest compared OMol25 entry of this formula, charge and spin) ... 130.91 kJ/mol
2S+1 ... 2
Gap between HOMO and LUMO (alpha / beta) ... 4.934 / 6.970 eV
E_tot ... -109296.3706 eV
HOMO level (alpha / beta) ... -5.14 / -7.13 eV

CARTESIAN COORDINATES (ANGSTROEM)
Cu 0.5331 -1.1512 -0.8977
C 1.1049 -3.2262 -5.3071
C 0.6493 -2.0162 -5.6418
C -0.4164 -1.7440 -6.6591
C -1.6550 -2.6837 -6.5986
C -2.0413 -3.2269 -5.2556
C -1.5668 -4.3636 -4.7372
C -0.4629 -5.2230 -5.2813
C 0.6983 -4.4872 -5.9957
C -1.2803 -0.3250 0.3333
H 1.8825 -3.3881 -4.5643
H 1.1102 -1.1091 -5.2534
H 0.0053 -1.8206 -7.6834
H -0.7784 -0.7085 -6.5436
H -2.5053 -2.0888 -6.9678
H -1.4939 -3.4914 -7.3269
H -2.8902 -2.7078 -4.8004
H -2.0849 -4.8254 -3.8951
H -0.8332 -6.0030 -5.9729
H -0.0183 -5.7764 -4.4394
H 1.5658 -5.1678 -5.9943
H 0.4451 -4.2818 -7.0455
H -0.9414 -0.8220 1.2532
H -2.1351 0.2988 0.6523
H -0.5967 0.4936 0.0163
P 0.8401 -0.1786 -2.7912
P -1.9520 -1.4321 -0.9555
C -0.7621 -0.5906 -3.4631
C -1.7192 -1.2494 -2.7366
C 1.1735 1.5051 -3.2318
C 0.9802 1.9332 -4.5523
C 1.2266 3.2591 -4.9011
C 1.6305 4.1785 -3.9285
C 1.7740 3.7659 -2.6007
C 1.5566 2.4370 -2.2503
C 2.3519 -1.1744 -3.1483
C 2.4334 -2.4975 -2.6389
C 3.6308 -3.2119 -2.6823
C 4.7711 -2.6020 -3.2042
C 4.7072 -1.3045 -3.7062
C 3.5068 -0.5967 -3.6894
C -3.6873 -0.9396 -0.8303
C -3.9497 0.4094 -1.1423
C -5.2207 0.9301 -0.8988
C -6.2195 0.0913 -0.3770
C -5.9544 -1.2610 -0.1395
C -4.6836 -1.7918 -0.3560
C -1.8643 -3.1638 -0.3878
C -1.3856 -3.5622 0.8771
C -1.2755 -4.9174 1.2017
C -1.6142 -5.8903 0.2599
C -2.1400 -5.5117 -0.9811
C -2.2956 -4.1580 -1.2881
H -1.0429 -0.1177 -4.4117
H -2.5786 -1.5864 -3.3237
H 0.6467 1.2255 -5.3023
H 1.1057 3.5871 -5.9320
H 1.8348 5.2168 -4.1959
H 2.0549 4.4889 -1.8335
H 1.6913 2.0938 -1.2291
H 1.5295 -2.9891 -2.2563
H 3.6727 -4.2400 -2.3048
H 5.7241 -3.1305 -3.1836
H 5.5967 -0.8294 -4.1212
H 3.4366 0.4190 -4.0791
H -3.1561 1.0656 -1.5191
H -5.4219 1.9912 -1.0808
H -7.2070 0.4960 -0.1487
H -6.7362 -1.9197 0.2314
H -4.4531 -2.8307 -0.1220
H -1.1133 -2.8048 1.6114
H -0.8973 -5.2286 2.1793
H -1.4575 -6.9475 0.4869
H -2.4100 -6.2880 -1.7057
H -2.7690 -3.8700 -2.2329
F 2.2606 -2.2535 0.8967
C 2.0069 -1.0091 0.3807
F 1.8604 -0.1934 1.4688
F 3.1495 -0.5865 -0.2554

Taken from the Mulliken analysis, the atomic charges in e are: atom 1 (Cu): -0.723, atom 2 (C): 0.143, atom 3 (C): -0.185, atom 4 (C): -1.221, atom 5 (C): -1.240, atom 6 (C): 0.341, atom 7 (C): -0.710, atom 8 (C): -1.055, atom 9 (C): -1.267, atom 10 (C): -1.335, atom 11 (H): 0.486, atom 12 (H): 0.678, atom 13 (H): 0.514, atom 14 (H): 0.135, atom 15 (H): 0.500, atom 16 (H): 0.271, atom 17 (H): 0.830, atom 18 (H): 0.399, atom 19 (H): 0.391, atom 20 (H): 0.306, atom 21 (H): 0.497, atom 22 (H): 0.354, atom 23 (H): 0.639, atom 24 (H): 0.585, atom 25 (H): 0.063, atom 26 (P): 2.114, atom 27 (P): 1.822, atom 28 (C): -0.462, atom 29 (C): -1.568, atom 30 (C): 0.120, atom 31 (C): 0.029, atom 32 (C): -0.704, atom 33 (C): -0.543, atom 34 (C): -0.607, atom 35 (C): -0.423, atom 36 (C): 1.168, atom 37 (C): -1.669, atom 38 (C): -0.475, atom 39 (C): -0.801, atom 40 (C): -0.725, atom 41 (C): -0.815, atom 42 (C): 0.243, atom 43 (C): -0.590, atom 44 (C): -0.638, atom 45 (C): -0.587, atom 46 (C): -0.591, atom 47 (C): -0.511, atom 48 (C): 0.479, atom 49 (C): -0.330, atom 50 (C): -0.739, atom 51 (C): -0.556, atom 52 (C): -0.672, atom 53 (C): -0.778, atom 54 (H): 0.610, atom 55 (H): 0.688, atom 56 (H): 0.211, atom 57 (H): 0.420, atom 58 (H): 0.358, atom 59 (H): 0.402, atom 60 (H): 0.339, atom 61 (H): 0.534, atom 62 (H): 0.423, atom 63 (H): 0.360, atom 64 (H): 0.384, atom 65 (H): 0.404, atom 66 (H): 0.367, atom 67 (H): 0.395, atom 68 (H): 0.363, atom 69 (H): 0.397, atom 70 (H): 0.353, atom 71 (H): 0.292, atom 72 (H): 0.404, atom 73 (H): 0.383, atom 74 (H): 0.415, atom 75 (H): 0.764, atom 76 (F): -0.312, atom 77 (C): 1.017, atom 78 (F): -0.295, atom 79 (F): -0.262



Record 5
C2H10N4O3Rb as an isolated structure, computed with ωB97M-V/def2-TZVPD.

Calculated values
Relative energy (zero: lowest compared OMol25 entry of this formula, charge and spin) ... 0.00 kJ/mol
Net charge ... +1
Gap between HOMO and LUMO ... 9.973 eV
E_tot ... -14992.8650 eV
HOMO level ... -12.83 eV

CARTESIAN COORDINATES (ANGSTROEM)
Rb 1.0815 -0.1321 -2.6669
C 2.2973 1.2670 0.6829
O 2.1678 1.4303 -0.5227
N 3.5179 1.2188 1.2950
N 1.2218 1.0837 1.5126
H 4.2980 1.4189 0.6949
H 3.6536 1.1230 2.2831
H 0.3955 0.7780 1.0240
H 1.2922 1.0556 2.5116
C -1.4932 -1.1032 0.4218
O -0.6142 -0.6620 -0.3248
N -2.4534 -0.3112 0.9584
N -1.5423 -2.4176 0.7568
H -2.5280 0.6092 0.5663
H -2.9986 -0.5986 1.7490
H -0.8584 -3.0578 0.4003
H -2.3076 -2.7895 1.2901
O -1.4931 0.2367 -3.9086
H -1.4746 -0.0780 -4.8189
H -2.1620 0.9288 -3.9049

Taken from the Mulliken analysis, the atomic charges in e are: atom 1 (Rb): 0.992, atom 2 (C): 0.583, atom 3 (O): -0.671, atom 4 (N): -0.388, atom 5 (N): -0.348, atom 6 (H): 0.234, atom 7 (H): 0.169, atom 8 (H): 0.236, atom 9 (H): 0.182, atom 10 (C): 0.611, atom 11 (O): -0.663, atom 12 (N): -0.386, atom 13 (N): -0.392, atom 14 (H): 0.229, atom 15 (H): 0.187, atom 16 (H): 0.220, atom 17 (H): 0.169, atom 18 (O): -0.569, atom 19 (H): 0.307, atom 20 (H): 0.298